1.
# C4H8NOS

An isolated ion of composition C4H8NOS and charge +1 in a non-equilibrium geometry (the ωB97M-V functional and the def2-TZVPD basis, the OMol25 dataset).

Results
highest occupied orbital energy: -0.5217 hartree
energy relative to the best compared isomer or geometry (same formula, charge and spin): 311.0 kJ/mol
gap between HOMO and LUMO: 9.23 eV
charge: +1

```
15
C4H8NOS the ωB97M-V functional and the def2-TZVPD basis
C -0.18 -0.95 0.54
C 1.45 -1.46 -0.07
C 0.40 0.90 -0.74
C -1.88 0.68 0.22
N -0.56 0.20 0.07
O 2.39 0.73 0.82
S 2.16 0.17 -0.48
H -0.85 -1.47 1.20
H 2.00 -1.84 0.69
H 1.21 -2.15 -0.73
H 0.08 0.85 -1.82
H 0.21 2.05 -0.54
H -2.56 -0.20 0.26
H -1.97 1.23 -0.66
H -1.88 1.26 1.23
```

***

2.
# H26O13

A 13-piece molecular cluster, H26O13 overall in a non-equilibrium geometry (the ωB97M-V functional and the def2-TZVPD basis, the OMol25 dataset).

Results
highest occupied orbital energy: -0.3751 hartree
energy relative to the best compared isomer or geometry (same formula, charge and spin): 370.6 kJ/mol
gap between HOMO and LUMO: 9.87 eV

```
39
H26O13 the ωB97M-V functional and the def2-TZVPD basis
O 2.21 -0.22 -0.89
H 1.95 -0.38 0.01
H 2.48 -1.04 -1.30
O -1.00 3.05 0.21
H -1.43 2.51 0.87
H 0.00 2.80 0.26
O -1.55 2.51 2.72
H -0.58 2.40 2.71
H -1.93 1.73 3.06
O -0.93 -3.03 2.64
H -1.86 -2.66 2.53
H -1.14 -3.62 1.83
O 2.94 -0.32 1.84
H 3.55 -1.01 1.44
H 2.17 -0.79 2.18
O -0.33 -0.43 -3.85
H -0.04 -0.05 -3.07
H -1.29 -0.45 -3.97
O 0.11 -0.94 1.36
H -0.19 -0.64 2.20
H -0.43 -1.76 1.41
O 3.00 1.35 -2.76
H 2.78 0.48 -3.16
H 3.66 1.17 -2.06
O -2.44 -1.58 0.44
H -1.70 -1.15 -0.19
H -3.13 -1.16 -0.10
O 1.07 1.71 1.54
H 0.56 0.88 1.12
H 1.83 1.36 1.96
O -3.65 1.04 -0.02
H -3.21 1.68 0.47
H -3.14 0.68 -0.76
O -0.58 1.05 -1.15
H 0.36 1.19 -0.98
H -0.84 1.90 -1.43
O 1.21 -2.80 -2.23
H 0.40 -2.66 -1.76
H 1.12 -2.79 -3.14
```

***

3.
# Cl3OPS

Cl3OPS as an isolated structure (the ωB97M-V functional and the def2-TZVPD basis, the OMol25 dataset).

Results
highest occupied orbital energy (spin up / spin down): -0.3453 / -0.3184 hartree
energy relative to the best compared isomer or geometry (same formula, charge and spin): 216.2 kJ/mol
gap between HOMO and LUMO (spin up / spin down): 7.33 / 6.88 eV

```
6
Cl3OPS the ωB97M-V functional and the def2-TZVPD basis
O -2.35 1.13 0.91
P 0.52 -0.30 -0.54
S -2.08 0.20 -0.21
Cl 0.62 -1.54 1.04
Cl 1.13 1.52 0.32
Cl 2.16 -1.01 -1.52
```

***

4.
# C2H3NO2

A 2-piece molecular cluster, C2H3NO2 overall in a non-equilibrium geometry (the ωB97M-V functional and the def2-TZVPD basis, the OMol25 dataset).

Results
highest occupied orbital energy (spin up / spin down): -0.2527 / -0.3657 hartree
energy relative to the best compared isomer or geometry (same formula, charge and spin): 488.3 kJ/mol
gap between HOMO and LUMO (spin up / spin down): 7.79 / 7.21 eV
2S+1: 3

```
8
C2H3NO2 the ωB97M-V functional and the def2-TZVPD basis
C 1.67 -0.57 0.55
C -1.58 0.07 -0.99
N 1.56 0.27 1.34
O -0.61 -0.56 -1.30
O 1.44 1.23 2.04
H 1.78 -1.49 -0.03
H -2.09 0.88 -1.60
H -2.18 0.17 -0.01
```

***

5.
# C22H23N7O9P2RhSbSe4

C22H23N7O9P2RhSbSe4 as an isolated structure in a non-equilibrium geometry (the ωB97M-V functional and the def2-TZVPD basis, the OMol25 dataset).

Results
highest occupied orbital energy (spin up / spin down): -0.2237 / -0.2775 hartree
gap between HOMO and LUMO (spin up / spin down): 5.30 / 5.02 eV
2S+1: 5

```
69
C22H23N7O9P2RhSbSe4 the ωB97M-V functional and the def2-TZVPD basis
Rh 0.08 1.20 -0.47
N -1.86 0.70 2.13
C -0.59 0.73 2.49
N -0.27 0.71 3.79
C 1.02 0.77 4.07
N 1.39 0.71 5.37
N 2.02 0.85 3.16
C 1.61 0.90 1.92
N 0.34 0.80 1.51
C 2.59 1.15 0.84
C 3.95 1.22 1.05
C 4.77 1.51 -0.03
C 4.20 1.73 -1.27
C 2.82 1.65 -1.40
N 2.04 1.37 -0.36
H -2.56 0.71 2.86
H -2.12 0.74 1.14
H 0.67 0.85 6.05
H 2.33 0.96 5.59
H 4.33 1.04 2.05
H 5.84 1.57 0.10
H 4.80 1.96 -2.13
H 2.31 1.81 -2.34
O -0.78 3.69 -3.72
P -1.10 2.13 -3.41
O -1.43 1.41 -4.64
O 0.02 1.61 -2.52
O -2.39 2.41 -2.45
P -3.10 1.41 -1.40
O -3.72 2.54 -0.42
O -4.16 0.55 -1.95
O -1.98 0.73 -0.62
H -0.58 3.80 -4.65
H -4.68 2.43 -0.37
Se -2.44 6.49 1.47
Sb -1.69 5.72 -0.78
Se 0.25 7.15 -1.29
Se 1.30 4.38 1.25
Se -0.39 3.44 0.14
C -1.60 -2.80 4.03
O -1.55 -2.48 2.65
C -0.47 -2.94 1.95
C 0.68 -3.44 2.52
C 1.70 -3.94 1.72
C 1.54 -3.97 0.34
C 0.39 -3.47 -0.23
C -0.61 -2.91 0.56
N -1.82 -2.42 0.03
C -2.12 -2.04 -1.21
C -1.29 -1.77 -2.28
C -1.87 -1.85 -3.59
C -1.12 -1.71 -4.70
C 0.27 -1.45 -4.57
C 0.84 -1.25 -3.35
C 0.07 -1.32 -2.15
O 0.54 -0.92 -1.04
H -1.58 -3.88 4.18
H -2.54 -2.40 4.40
H -0.78 -2.34 4.58
H 0.80 -3.45 3.60
H 2.60 -4.32 2.17
H 2.31 -4.40 -0.29
H 0.25 -3.50 -1.31
H -2.57 -2.38 0.71
H -3.19 -2.00 -1.40
H -2.93 -2.05 -3.67
H -1.57 -1.77 -5.68
H 0.87 -1.34 -5.46
H 1.88 -0.98 -3.25
```

***

6.
# C9H14N2O5

The molecule C9H14N2O5 in a non-equilibrium geometry (the ωB97M-V functional and the def2-TZVPD basis, the OMol25 dataset).

Results
highest occupied orbital energy: -0.3619 hartree
energy relative to the best compared isomer or geometry (same formula, charge and spin): 108.8 kJ/mol
gap between HOMO and LUMO: 10.25 eV

```
30
C9H14N2O5 the ωB97M-V functional and the def2-TZVPD basis
C 0.54 1.60 0.97
C -0.24 0.59 0.04
C 1.99 1.69 0.40
C 2.25 2.66 -0.76
C -0.75 -1.67 -0.65
C -2.31 -1.78 -0.75
C -0.06 -2.99 -0.21
C -0.24 -2.84 1.28
C 0.32 -1.46 1.47
H -0.37 1.42 2.66
H 0.95 2.13 2.92
H -0.05 2.53 0.74
H 2.49 2.24 1.25
H 2.41 0.69 0.25
H 0.61 2.15 -1.61
H -0.43 -1.32 -1.67
H 0.98 -2.99 -0.62
H -0.63 -3.81 -0.62
H 0.28 -3.56 1.84
H -1.33 -2.81 1.46
H 1.41 -1.38 1.28
H 0.14 -1.03 2.51
H -3.90 -1.16 -0.19
N 0.59 1.29 2.39
N -0.28 -0.71 0.35
O -0.55 0.99 -1.09
O 3.28 3.31 -0.68
O 1.42 2.69 -1.78
O -2.84 -2.35 -1.65
O -3.02 -1.13 0.20
```

***

Record order is preserved below.
Energy: -685.0083; -993.6321; -2195.3510; -282.9650; -12552.2223; -837.0894 Eh